Entry 1:
Molecular formula: C4H8ClN
Method: DFT, wB97M-V/def2-TZVPD

Each line ends with the Mulliken charge.
Positions of all 14 atoms, in Å:
C1 0.59 0.71 -1.13  -0.577
C2 -0.16 1.25 0.00  -0.275
C3 1.71 -0.35 -0.63  0.136
C4 -1.05 0.33 0.75  -0.847
N1 1.21 -1.48 -0.06  -0.416
Cl1 2.99 0.34 0.33  -0.214
H1 -0.03 0.13 -1.81  0.317
H2 1.13 1.47 -1.69  0.307
H3 0.29 2.05 0.56  0.319
H4 -1.45 0.80 1.64  0.321
H5 -0.47 -0.57 1.05  0.218
H6 -1.87 -0.04 0.13  0.285
H7 0.58 -2.04 -0.61  0.212
H8 1.57 -1.86 0.80  0.215

The value obtained for the HOMO-LUMO gap (alpha / beta) is 8.25 / 7.61 eV. The HOMO energy (alpha / beta) is -0.2767 / -0.2564 Eh. The calculation puts the maximum force at 0.03376 hartree/bohr. The LUMO energy (alpha / beta) comes out at 0.7 / 0.6 eV. The energy above the lowest of the compared OMol25 structures with the same formula, charge and spin is 238.2 kJ/mol. As for the multiplicity: 1.

***

Entry 2:
Molecular formula: C9H11N2OS
Method: DFT, wB97M-V/def2-TZVPD

Each line ends with the Mulliken charge.
Positions of all 24 atoms, in Å:
C1 -3.39 0.22 -0.34  -0.232
C2 -2.87 1.33 -0.95  -0.545
C3 -2.71 -0.60 0.53  -0.771
C4 -1.55 1.74 -0.58  -0.311
C5 -1.40 -0.30 0.77  0.076
C6 -0.82 0.85 0.20  0.425
C7 2.30 0.43 -1.52  -0.748
C8 1.80 0.22 -0.28  0.284
C9 1.97 -1.07 0.52  0.234
N1 1.55 -2.23 0.03  -0.304
N2 2.47 -1.06 1.72  -0.336
O1 0.94 2.74 -0.17  -0.582
S1 0.82 1.53 0.63  0.414
H1 -4.49 0.16 -0.47  0.294
H2 -3.49 1.88 -1.65  0.378
H3 -3.27 -1.32 1.10  0.369
H4 -1.01 2.59 -1.11  0.362
H5 -0.64 -0.99 1.22  0.231
H6 2.10 1.42 -1.89  0.379
H7 3.21 -0.12 -2.01  0.275
H8 1.65 -2.40 -0.97  0.301
H9 1.71 -3.09 0.64  0.272
H10 2.52 -0.13 2.16  0.275
H11 2.60 -1.80 2.43  0.262

The value obtained for the HOMO-LUMO gap is 8.32 eV. The HOMO energy is -0.4612 Eh. The calculation puts the maximum force at 0.05747 hartree/bohr. The LUMO energy comes out at -4.2 eV. The energy above the lowest of the compared OMol25 structures with the same formula, charge and spin is 59.6 kJ/mol. The total charge is +1. As for the multiplicity: 1.

***

Entry 3:
Molecular formula: C5H8N2
Method: DFT, wB97M-V/def2-TZVPD

Each line ends with the Mulliken charge.
Positions of all 15 atoms, in Å:
C1 2.33 -0.53 -0.06  -1.281
C2 0.95 -0.01 0.02  0.238
C3 -0.17 -0.72 -0.39  -0.531
C4 -1.32 0.03 -0.10  0.809
N1 -2.60 -0.33 -0.37  -0.483
C5 -1.17 1.17 0.55  -0.716
N2 0.62 1.19 0.51  -0.255
H1 2.68 -0.88 0.91  0.285
H2 2.43 -1.38 -0.72  0.316
H3 3.09 0.17 -0.40  0.370
H4 -0.18 -1.70 -0.83  0.354
H5 -3.41 0.24 -0.50  0.203
H6 -3.00 -1.16 0.00  0.192
H7 -1.66 2.13 0.51  0.305
H8 1.38 1.78 0.87  0.194

The value obtained for the HOMO-LUMO gap is 8.86 eV. The HOMO energy is -0.2828 Eh. The calculation puts the maximum force at 0.12174 hartree/bohr. The LUMO energy comes out at 1.2 eV. The SMILES is Cc1cc(N)c[nH]1. The energy above the lowest of the compared OMol25 structures with the same formula, charge and spin is 225.3 kJ/mol. As for the multiplicity: 1.

***

Entry 4:
Molecular formula: C5H8O
Method: DFT, wB97M-V/def2-TZVPD

Each line ends with the Mulliken charge.
Positions of all 14 atoms, in Å:
C1 -2.58 0.40 -1.52  -0.808
C2 -1.34 -0.06 -1.49  -0.088
C3 -0.35 0.36 -0.49  -0.095
C4 0.72 -0.33 -0.13  -0.405
C5 1.67 0.19 0.90  -0.303
O1 1.61 -0.50 2.15  -0.533
H1 -2.94 1.11 -0.78  0.242
H2 -3.29 0.09 -2.27  0.270
H3 -1.03 -0.75 -2.26  0.278
H4 -0.59 1.32 -0.04  0.250
H5 0.87 -1.24 -0.70  0.344
H6 1.46 1.25 1.05  0.251
H7 2.69 0.10 0.54  0.255
H8 0.76 -0.98 2.17  0.344

The value obtained for the HOMO-LUMO gap is 10.07 eV. The HOMO energy is -0.3392 Eh. The calculation puts the maximum force at 0.02100 hartree/bohr. The LUMO energy comes out at 0.8 eV. The SMILES is C=C/C=C/CO. The energy above the lowest of the compared OMol25 structures with the same formula, charge and spin is 157.7 kJ/mol. As for the multiplicity: 1.

***

Q: Number 3 is which compound?
A: C5H8N2

***

Q: The lowest maximum force belongs to which entry?
A: C5H8O

***

Q: Look up the energy above the lowest of the compared OMol25 structures with the same formula, charge and spin of the second one.
A: 59.6 kJ/mol

***

What did the second record say?
Molecular formula: C9H11N2OS
Method: DFT, wB97M-V/def2-TZVPD

Each line ends with the Mulliken charge.
Positions of all 24 atoms, in Å:
C1 -3.39 0.22 -0.34  -0.232
C2 -2.87 1.33 -0.95  -0.545
C3 -2.71 -0.60 0.53  -0.771
C4 -1.55 1.74 -0.58  -0.311
C5 -1.40 -0.30 0.77  0.076
C6 -0.82 0.85 0.20  0.425
C7 2.30 0.43 -1.52  -0.748
C8 1.80 0.22 -0.28  0.284
C9 1.97 -1.07 0.52  0.234
N1 1.55 -2.23 0.03  -0.304
N2 2.47 -1.06 1.72  -0.336
O1 0.94 2.74 -0.17  -0.582
S1 0.82 1.53 0.63  0.414
H1 -4.49 0.16 -0.47  0.294
H2 -3.49 1.88 -1.65  0.378
H3 -3.27 -1.32 1.10  0.369
H4 -1.01 2.59 -1.11  0.362
H5 -0.64 -0.99 1.22  0.231
H6 2.10 1.42 -1.89  0.379
H7 3.21 -0.12 -2.01  0.275
H8 1.65 -2.40 -0.97  0.301
H9 1.71 -3.09 0.64  0.272
H10 2.52 -0.13 2.16  0.275
H11 2.60 -1.80 2.43  0.262

The value obtained for the HOMO-LUMO gap is 8.32 eV. The HOMO energy is -0.4612 Eh. The calculation puts the maximum force at 0.05747 hartree/bohr. The LUMO energy comes out at -4.2 eV. The energy above the lowest of the compared OMol25 structures with the same formula, charge and spin is 59.6 kJ/mol. The total charge is +1. As for the multiplicity: 1.